Entry from the OMol25 dataset: the molecule C3H7NO2 in a non-equilibrium geometry (ωB97M-V/def2-TZVPD).

Each atom is followed by the atoms it is bonded to, with distances in Å.
Element x y z (Å)
1 C 0.072 0.901 -0.418  C2 1.550, C4 1.531, H7 1.072, H8 1.089
2 C -1.066 0.595 0.588  C1 1.550, O3 1.442, H9 1.085, H10 1.083
3 O -1.523 -0.770 0.658  C2 1.442, H11 0.967
4 C 1.246 -0.075 -0.520  C1 1.531, N5 1.344, O6 1.217
5 N 1.142 -1.291 0.044  C4 1.344, H12 1.011, H13 1.009
6 O 2.253 0.300 -1.091  C4 1.217
7 H -0.281 1.120 -1.407  C1 1.072
8 H 0.514 1.797 0.016  C1 1.089
9 H -1.962 1.190 0.452  C2 1.085
10 H -0.591 0.763 1.546  C2 1.083
11 H -1.974 -1.038 -0.155  O3 0.967
12 H 1.897 -1.921 -0.189  N5 1.011
13 H 0.273 -1.570 0.476  N5 1.009

Calculated values
- Energy relative to the best compared isomer or geometry (same formula, charge and spin): 0.7645 eV
- HOMO: -9.66 eV
- SMILES string: NC(=O)CCO
- Orbital gap: 10.3 eV
- DFT total energy: -8809.764 eV